C12H25DyN5O6 | ωB97M-V with the def2-TZVPD basis set

```
! RIJCOSX wB97M-V def2-TZVPD def2/J DEFGRID3
* xyz 1 6
O -3.50727 2.05158 -3.06340
H -3.59958 2.71065 -3.77106
Dy -0.13522 0.17907 0.01645
N -0.06656 -2.08233 0.36162
N -2.19833 -0.58334 0.08433
N 2.01424 0.48976 0.15759
N 0.02377 2.23355 -0.45295
O 1.04965 -2.70141 0.66676
O 2.96909 -0.42546 0.69922
O -1.13673 3.08955 -0.59922
O -3.14906 0.30060 0.16038
C -2.40619 -1.86404 0.55065
C -1.25657 -2.68053 0.67314
C 2.27870 1.80338 0.29731
C 1.17774 2.73033 0.04415
C -1.21789 -4.07467 1.12387
H -0.61255 -4.22767 2.00884
H -0.79967 -4.72170 0.36237
H -2.21775 -4.40330 1.33347
C -3.79977 -2.20350 0.80977
H -4.39264 -1.93245 -0.06006
H -4.21962 -1.60239 1.61313
H -3.93950 -3.24939 1.02167
C 3.62661 2.29194 0.63888
C 1.34074 4.18237 0.18519
H 4.37582 1.53449 0.43708
H 3.75023 2.59415 1.67880
H 3.88159 3.16677 0.04880
H 0.36927 4.62602 0.35926
H 1.71379 4.61929 -0.73985
H 2.00971 4.50494 0.97581
H 2.54594 -1.32507 0.71625
H -1.94941 2.52801 -0.53174
C -2.39293 1.19367 -3.37065
H -2.57392 0.31152 -2.74252
H -1.45200 1.65626 -3.02422
H -2.28937 0.89502 -4.43377
O 0.82330 -0.77769 -1.94871
H 1.77268 -0.53126 -1.88227
H 0.88689 -1.74537 -1.81127
C 1.90017 -0.71330 4.81277
C 0.53253 -0.00604 4.78325
C 0.10605 0.21220 3.42921
N -0.17248 0.36748 2.30232
H 1.85463 -1.66134 4.27147
H 2.25696 -0.93376 5.81913
H 2.66309 -0.09783 4.32979
H -0.23582 -0.59888 5.28850
H 0.57331 0.96776 5.28058
*
```

Output
LUMO (spin up / spin down): -0.1966 / -0.1947 Eh
Gap between HOMO and LUMO (spin up / spin down): 4.1144 / 4.1121 eV



C12H25FeN3OP2 | ωB97M-V with the def2-TZVPD basis set

```
! RIJCOSX wB97M-V def2-TZVPD def2/J DEFGRID3
* xyz 1 6
Fe 0.23269 0.05134 0.74020
P -1.76742 -0.77190 0.87670
P -0.33906 2.13006 0.62597
N 0.70983 -1.69316 -0.16112
N 1.72511 0.54305 -0.53108
H 2.00567 -2.54374 -1.63121
H 3.60398 -0.39128 -0.92253
H 2.74925 -2.28788 -0.01725
C 2.02630 -1.87293 -0.74743
H 2.43158 -0.40795 -2.29834
C 2.52794 -0.48018 -1.18663
H 0.18445 -3.72041 -0.38078
H 2.73844 2.08953 -1.51951
C -0.18401 -2.68841 -0.19407
C 1.89598 1.83282 -0.85127
C -1.52200 -2.35752 0.03682
C 1.00031 2.78018 -0.37070
H -2.23849 -3.17460 0.10796
H 1.15879 3.83271 -0.59450
H -1.53435 2.47299 -0.06242
H -0.34651 2.95564 1.77267
H -2.88075 -0.22419 0.18698
H -2.34364 -1.08431 2.13764
H 0.23691 0.51263 -2.79435
C -0.80575 0.33403 -3.11263
C -1.53135 1.65756 -3.22536
C -0.79501 -0.34684 -4.46520
O -1.53803 -0.40753 -2.11530
H -1.15457 2.21143 -4.09515
H -2.60519 1.47749 -3.36688
H -1.39342 2.27030 -2.32929
H -0.09300 -1.18587 -4.51481
H -1.80454 -0.68905 -4.71539
H -0.49797 0.37291 -5.23625
H -1.01340 -1.14407 -1.65204
C -0.45856 -0.38239 5.94584
C 0.66011 0.32370 5.15503
C 0.46485 0.22929 3.73245
N 0.34835 0.15760 2.57968
H -1.43172 0.06357 5.70813
H -0.29063 -0.27822 7.02142
H -0.47797 -1.45197 5.70313
H 0.70056 1.39738 5.38884
H 1.64621 -0.11179 5.37207
*
```

Output
LUMO (spin up / spin down): -0.0907 / -0.1962 Eh
Gap between HOMO and LUMO (spin up / spin down): 7.4584 / 4.8359 eV



C12H25IN2OP | ωB97M-V with the def2-TZVPD basis set

```
! RIJCOSX wB97M-V def2-TZVPD def2/J DEFGRID3
* xyz -1 1
C 0.65777 -6.54945 -1.45057
C 0.02944 -5.59771 -1.86483
C -0.64745 -4.37845 -2.31230
C 0.43192 -3.42833 -2.83432
I 0.95476 -4.09209 -4.90200
C -0.01586 -1.96033 -2.96084
C 0.58057 -1.06053 -1.83194
P -1.52727 -3.86087 -0.81074
N -0.36178 -3.12313 0.31492
O -2.43470 -2.47140 -1.17535
H 1.18703 -7.28126 -0.89743
H 1.35933 -3.54170 -2.27092
H 0.41681 -1.58266 -3.88674
H -1.09251 -1.85226 -3.07030
H 1.36126 -0.43260 -2.27567
H 1.08021 -1.68938 -1.09987
H -0.14722 -0.37064 -1.39841
H -0.71899 -2.26418 0.71433
H -0.17752 -3.78692 1.04984
H -1.85449 -1.70300 -1.17289
C 2.03545 2.44497 0.10004
C 0.54089 2.66345 0.28751
N 0.00297 1.98620 1.45087
C -1.44848 1.92318 1.46568
C -2.22765 3.23988 1.55922
C 0.63780 2.30668 2.71606
C 0.67573 3.77695 3.15021
H 2.27711 1.38155 0.09405
H 2.35186 2.86673 -0.85511
H 2.62398 2.93196 0.88024
H 0.04186 2.26623 -0.60026
H 0.33801 3.74642 0.30181
H -1.76115 1.26675 2.28225
H -1.76234 1.40784 0.55227
H -2.17443 3.67541 2.55657
H -3.28337 3.05340 1.34937
H -1.87781 3.97776 0.83639
H 1.66760 1.94018 2.67676
H 0.16533 1.71281 3.50225
H 1.00199 4.43761 2.34565
H 1.38469 3.89634 3.97336
H -0.29135 4.12456 3.51086
*
```

Output
LUMO: 0.0935 Eh
Gap between HOMO and LUMO: 5.5493 eV



C12H25MnO4 | ωB97M-V with the def2-TZVPD basis set

```
! RIJCOSX wB97M-V def2-TZVPD def2/J DEFGRID3
* xyz 3 2
Mn -0.62404 0.30499 0.09229
C -2.15127 2.40143 -1.09917
C -1.41764 1.71634 -2.23164
O -1.06464 0.35620 -1.82973
C -1.92416 -0.76468 -2.19935
C -2.83487 -1.11216 -1.04013
O -2.00454 -1.05558 0.15824
C -2.72797 -1.10010 1.42584
C -1.72079 -0.73562 2.49656
O -0.90833 0.38677 2.03687
C -1.22696 1.75101 2.45207
C -2.04746 2.42380 1.37237
O -1.39916 2.08183 0.10961
H -3.17408 2.03929 -0.97398
H -2.16404 3.48249 -1.23858
H -0.46840 2.20855 -2.43630
H -2.00754 1.69561 -3.14657
H -1.24666 -1.58558 -2.42707
H -2.49070 -0.52005 -3.09654
H -3.23484 -2.12039 -1.14862
H -3.65999 -0.40675 -0.92099
H -3.11411 -2.10775 1.57960
H -3.56166 -0.39690 1.36991
H -1.01840 -1.54847 2.67197
H -2.20712 -0.48394 3.43776
H -0.26460 2.24394 2.57866
H -1.74521 1.73993 3.40957
H -2.04289 3.50691 1.49489
H -3.07874 2.06596 1.33657
C 5.41968 -0.35948 -0.29161
C 4.01201 -1.47040 -0.83431
C 3.99387 -2.77998 -0.14151
C 3.78215 -0.23480 -0.19503
H 5.85547 -1.23134 -0.82253
H 5.79817 -0.44503 0.72137
H 5.76544 0.48484 -0.87915
H 4.04413 -1.46982 -1.92040
H 4.11908 -2.68527 0.93587
H 4.72912 -3.47218 -0.54945
H 3.01079 -3.21863 -0.34496
H 3.48937 0.63576 -0.76569
H 3.51152 -0.22078 0.85333
*
```

Output
LUMO (spin up / spin down): -0.3668 / -0.3566 Eh
Gap between HOMO and LUMO (spin up / spin down): 10.2134 / 9.9322 eV